1.
{
  "formula": "C23H46BrClN2O37PS8",
  "method": "ωB97M-V/def2-TZVPD",
  "e_lumo_ev": 1.686,
  "multiplicity": 1,
  "homo_energy_ev": -5.3,
  "total_charge": -1,
  "species": ["H", "O", "H", "S", "H", "H", "S", "C", "C", "H", "H", "C", "H", "H", "C", "O", "O", "O", "S", "H", "H", "H", "O", "H", "O", "O", "O", "O", "C", "O", "C", "O", "H", "H", "O", "O", "C", "H", "S", "C", "O", "O", "S", "O", "H", "C", "P", "H", "H", "O", "H", "O", "C", "H", "H", "N", "C", "C", "O", "H", "S", "O", "H", "O", "O", "S", "H", "O", "H", "O", "S", "O", "C", "H", "H", "O", "C", "H", "H", "O", "O", "C", "N", "H", "C", "Cl", "O", "H", "C", "H", "O", "C", "H", "H", "C", "Br", "H", "C", "H", "H", "H", "H", "O", "H", "O", "O", "H", "H", "C", "O", "H", "O", "H", "C", "H", "C", "O", "O", "H"],
  "positions_angstrom": [[5.543, -8.506, 0.427], [-3.196, 0.541, 0.205], [-2.349, 5.150, 0.059], [3.547, -3.504, 1.521], [1.116, -3.147, 3.862], [2.304, 7.025, 4.438], [3.029, -7.074, -1.346], [-3.011, 2.323, -8.115], [-0.850, -4.348, -0.094], [-1.893, -4.153, 0.162], [-1.965, 1.706, 2.205], [2.832, 8.325, 2.784], [1.248, 8.450, 4.277], [-0.036, -1.200, -6.178], [-0.556, -1.835, 3.463], [2.177, 5.029, 1.927], [1.522, 0.283, -2.506], [-1.039, 1.750, -7.020], [-1.661, -3.919, 4.275], [1.765, 1.557, -0.551], [-1.273, -6.474, -0.299], [2.414, 9.193, 2.270], [0.960, 6.948, 2.885], [-2.130, 3.990, -1.236], [0.892, 0.162, -4.888], [2.985, -7.550, -2.682], [1.122, 6.720, 0.449], [-0.449, -3.409, 5.179], [-4.310, 1.173, -0.419], [-2.494, -0.253, -0.758], [0.398, -2.536, 4.403], [0.023, 0.813, -9.035], [-0.260, 0.440, 0.632], [2.563, -0.756, 0.992], [-2.364, 1.376, -8.990], [4.532, -7.196, -0.819], [-4.236, 2.746, -0.330], [0.430, 3.293, -1.451], [-0.723, -3.996, -2.555], [3.423, -8.966, 0.215], [3.786, -3.223, 2.895], [3.522, -4.839, 1.040], [0.543, 0.732, -3.439], [0.999, 1.627, 3.824], [1.556, 2.702, 0.804], [0.128, -1.045, -5.119], [-3.348, 3.378, 2.149], [3.665, -9.782, -0.470], [-0.108, 4.758, 0.338], [2.312, 0.788, 5.746], [3.759, 8.604, 3.278], [-3.269, 3.166, -2.480], [2.503, -1.592, 0.296], [3.085, -9.373, 1.163], [-0.662, 3.419, 1.305], [0.537, 0.930, 1.022], [3.833, -1.902, -0.353], [4.582, -8.001, 0.366], [3.084, 7.302, 1.818], [-3.739, 1.786, -7.506], [1.138, 1.380, 5.212], [4.562, -2.635, 0.655], [-0.642, 3.305, 7.384], [2.383, -8.174, -0.374], [-0.138, 0.540, 5.699], [1.789, 6.363, 1.646], [-4.351, 0.876, -1.465], [-1.505, -2.858, 3.096], [-1.876, 0.986, 6.741], [2.200, -2.790, 1.057], [-1.132, 0.710, -8.221], [0.205, 2.099, -3.583], [-1.170, -0.815, -4.384], [-1.176, 3.062, 5.703], [-1.094, -1.028, 3.961], [0.825, 2.710, 6.037], [-1.886, 2.883, -7.268], [-1.834, -0.168, -4.961], [-2.231, 3.298, -6.325], [-2.638, 2.044, 2.822], [-0.443, -3.410, -1.104], [1.052, 1.992, 0.144], [-3.028, 3.131, 0.476], [-0.843, 2.100, -0.943], [-0.038, 2.765, -0.623], [-5.827, 3.206, 0.522], [0.494, -3.990, -3.287], [4.454, -7.349, 1.231], [-4.323, 3.261, -1.811], [4.382, -1.007, -0.631], [-1.882, -3.367, -3.092], [-0.670, -5.697, -0.760], [-1.676, -1.738, -4.099], [-1.991, 0.406, -1.265], [-0.816, 1.223, 6.765], [-2.024, 5.102, 2.999], [-0.062, -1.448, 2.575], [-2.127, 4.098, -0.158], [3.714, -2.546, -1.226], [0.378, -5.985, -0.764], [0.349, 1.260, 1.957], [-1.307, 3.633, -7.810], [-2.871, -3.685, 4.979], [0.693, -1.883, -4.707], [-1.358, -5.207, 3.754], [2.510, -5.810, -0.981], [1.719, -1.395, -0.429], [-0.231, -4.230, 0.791], [-0.671, 3.830, 0.289], [-1.093, -5.483, -2.124], [-3.517, 3.083, -8.703], [-5.449, 3.587, -2.208], [0.925, -1.848, 5.057], [1.825, 7.707, 3.732], [-5.216, 0.809, 0.066], [-0.537, 2.685, 6.498], [-0.778, -0.117, -3.184], [-1.560, -0.538, -7.690], [-0.388, 0.896, 7.715]]
}


2.
{
  "formula": "C23H46ClF5N12NbO25S",
  "method": "ωB97M-V/def2-TZVPD",
  "e_lumo_ev": 1.162,
  "multiplicity": 1,
  "homo_energy_ev": -5.8,
  "total_charge": -1,
  "species": ["C", "H", "O", "H", "C", "O", "H", "H", "C", "N", "H", "N", "C", "H", "Cl", "H", "C", "N", "O", "O", "C", "C", "C", "H", "F", "O", "H", "H", "C", "F", "H", "H", "O", "H", "H", "H", "N", "O", "O", "N", "O", "H", "Nb", "H", "O", "S", "C", "H", "N", "C", "O", "O", "N", "H", "N", "H", "C", "H", "O", "N", "N", "H", "C", "O", "H", "F", "C", "H", "H", "H", "O", "C", "H", "H", "H", "O", "H", "H", "H", "H", "O", "H", "N", "H", "C", "H", "C", "H", "H", "H", "C", "O", "F", "O", "N", "C", "H", "H", "C", "F", "O", "H", "O", "H", "C", "H", "C", "H", "O", "C", "O", "O", "O", "H"],
  "positions_angstrom": [[-3.557, 2.497, 0.367], [10.399, -3.848, 1.083], [0.729, -0.816, 6.500], [2.232, -5.289, -6.635], [-4.213, -0.263, -1.876], [-1.203, -1.548, -4.384], [-0.820, -4.487, -4.854], [-4.378, 0.788, -1.663], [4.949, -2.351, 1.071], [3.093, 4.988, 6.961], [2.179, 6.878, -3.648], [3.260, 1.059, -0.973], [3.328, 2.519, -0.717], [4.281, 2.725, -0.238], [-3.377, -2.382, 3.915], [-4.542, -2.178, -8.178], [-0.041, 2.489, 2.375], [6.030, -1.567, 1.732], [9.032, -4.403, -0.810], [-4.915, 0.764, -7.738], [-2.827, -0.797, -1.433], [-1.966, -1.434, 7.111], [-2.857, 8.289, -2.315], [1.934, 3.259, 6.733], [-6.848, 0.586, -1.848], [0.214, -6.036, -5.582], [2.293, -1.390, -0.594], [-2.974, -1.797, -1.021], [9.440, -4.181, 1.462], [-5.825, -0.414, 1.251], [-2.603, -2.068, 1.257], [3.681, 3.059, 6.411], [1.764, -2.203, -0.616], [-5.515, -1.984, -6.689], [-3.434, 7.699, -1.612], [8.938, -3.390, 2.013], [-5.439, -0.309, -7.937], [2.212, 0.449, 7.414], [-0.397, -2.667, -0.666], [-1.726, -2.615, -4.598], [-0.850, 8.053, -3.446], [9.547, -5.073, 2.071], [-1.775, 0.386, 0.158], [-3.907, -1.218, -6.810], [6.219, -0.441, 1.336], [-3.761, 3.737, -0.609], [1.849, 6.950, -2.616], [-2.548, 9.232, -1.875], [2.337, 5.744, -1.901], [-4.794, -1.518, -7.354], [-2.743, 0.142, 3.534], [-1.462, 6.454, -2.142], [-1.512, -1.886, 8.452], [-3.407, 8.450, -3.237], [-1.624, 7.532, -2.659], [5.201, -2.425, 0.018], [-1.083, -3.828, -4.026], [-5.015, -1.782, -0.512], [3.333, 0.329, 0.000], [1.745, -0.634, 7.133], [8.573, -4.533, 0.305], [0.776, 6.938, -2.555], [-6.623, -0.426, -1.009], [-2.745, -2.780, -5.245], [0.524, 0.131, -1.473], [-7.909, -0.152, 0.971], [-2.653, -0.918, 3.005], [-2.966, -1.024, 7.220], [-1.970, -2.283, 6.439], [2.497, 2.769, -0.061], [3.351, 5.600, 7.978], [0.257, -0.333, -0.524], [3.347, -1.536, 8.146], [1.785, -2.407, 8.234], [1.932, -6.384, -8.018], [3.072, 5.898, -0.945], [4.015, -1.815, 1.210], [3.245, 3.036, -1.657], [4.907, -3.332, 1.529], [-0.201, -3.521, -3.475], [-6.454, -0.484, -8.580], [1.297, -4.711, -8.047], [-3.556, 1.388, 0.771], [-4.262, -0.360, -2.958], [2.938, 3.511, 7.061], [0.982, 0.030, 0.200], [-2.007, -1.283, 1.718], [2.262, 7.829, -2.134], [0.314, 3.320, 2.917], [-1.610, 1.716, -1.091], [2.467, -1.848, 7.598], [3.124, 0.687, -2.116], [-7.656, -1.285, -1.177], [-1.225, -3.059, 8.595], [0.275, -6.035, -6.796], [1.541, -5.565, -7.422], [-1.805, -4.299, -3.366], [-2.144, -0.882, -2.275], [0.453, -1.812, -0.595], [-6.572, 1.430, 0.458], [1.953, 4.674, -2.317], [-1.268, -0.676, 6.774], [-1.446, -1.048, 9.328], [3.093, 3.219, 8.092], [-6.717, 0.129, 0.451], [-5.621, -1.848, -2.131], [-5.350, -1.163, -1.334], [-1.037, -1.733, 1.926], [7.457, -4.923, 0.566], [-0.650, 1.751, 1.597], [-0.611, -6.383, -7.543], [6.658, -2.108, 2.625], [2.950, 5.483, 5.866], [2.735, -2.423, 6.717]]
}


3.
{
  "formula": "C23H46Cu2MnN4O11",
  "method": "ωB97M-V/def2-TZVPD",
  "e_lumo_ev": [-9.889, -11.398],
  "multiplicity": 9,
  "homo_energy_ev": [-14.0, -16.0],
  "total_charge": 3,
  "species": ["N", "O", "C", "H", "H", "N", "C", "Cu", "C", "H", "H", "C", "Mn", "C", "H", "N", "H", "H", "C", "H", "O", "H", "C", "H", "C", "H", "C", "H", "O", "C", "H", "H", "C", "C", "H", "H", "H", "C", "H", "O", "H", "H", "C", "H", "O", "H", "H", "H", "N", "H", "H", "H", "H", "H", "C", "H", "H", "H", "H", "H", "O", "O", "Cu", "H", "O", "O", "O", "C", "H", "C", "C", "C", "H", "C", "H", "O", "C", "H", "C", "H", "H", "H", "H", "C", "H", "H", "H"],
  "positions_angstrom": [[-10.948, -28.943, -17.887], [-7.884, -31.630, -18.434], [-10.077, -26.500, -22.425], [-9.765, -25.051, -19.855], [-8.821, -32.320, -14.078], [-8.789, -28.622, -22.494], [-9.481, -26.952, -17.672], [-9.175, -33.600, -18.702], [-12.395, -32.791, -18.158], [-10.330, -33.651, -24.609], [-6.913, -27.978, -18.561], [-10.699, -34.325, -23.850], [-5.950, -31.042, -19.180], [-4.303, -31.653, -15.353], [-7.977, -32.852, -16.159], [-8.480, -33.689, -16.416], [-3.688, -31.420, -17.685], [-12.645, -33.249, -19.115], [-12.241, -30.812, -21.302], [-10.162, -31.343, -16.775], [-11.310, -35.840, -25.365], [-10.939, -27.593, -16.407], [-11.128, -36.191, -21.645], [-3.282, -31.370, -15.607], [-10.159, -28.103, -16.973], [-4.262, -32.722, -15.147], [-9.948, -24.863, -18.797], [-12.780, -31.772, -18.112], [-5.957, -29.533, -17.699], [-11.434, -36.466, -22.921], [-10.668, -24.046, -18.736], [-9.061, -24.572, -18.235], [-9.272, -28.973, -16.065], [-5.202, -31.360, -16.486], [-5.345, -27.481, -18.123], [-7.909, -34.387, -15.962], [-4.606, -31.145, -14.438], [-6.149, -28.143, -17.801], [-8.932, -27.172, -18.587], [-11.031, -30.094, -21.578], [-8.697, -26.599, -17.002], [-6.650, -27.699, -16.941], [-9.568, -33.073, -14.329], [-11.652, -29.344, -17.284], [-10.390, -34.394, -20.211], [-10.436, -32.818, -13.721], [-10.469, -26.462, -23.441], [-7.989, -28.142, -22.107], [-4.615, -31.821, -17.687], [-4.218, -29.411, -16.440], [-11.757, -28.840, -23.034], [-8.485, -28.403, -15.571], [-9.848, -29.502, -15.306], [-8.673, -29.686, -16.633], [-10.649, -32.306, -16.622], [-8.683, -28.567, -23.497], [-11.103, -36.985, -20.913], [-9.214, -33.905, -13.721], [-11.923, -31.737, -20.821], [-11.492, -32.046, -15.981], [-9.786, -32.804, -22.380], [-7.849, -30.179, -19.869], [-8.962, -30.825, -21.838], [-9.146, -25.951, -22.568], [-9.295, -31.751, -19.862], [-10.992, -32.827, -17.913], [-10.521, -26.025, -18.038], [-10.655, -34.821, -21.342], [-5.641, -29.518, -15.711], [-9.966, -27.923, -21.959], [-8.571, -31.013, -19.230], [-11.141, -35.570, -24.101], [-10.377, -34.333, -15.703], [-5.183, -29.881, -16.631], [-9.673, -27.919, -20.909], [-12.162, -37.551, -23.102], [-10.400, -33.843, -22.534], [-6.208, -31.763, -16.372], [-9.763, -33.436, -15.784], [-11.982, -28.173, -21.465], [-4.385, -32.805, -17.663], [-12.874, -30.252, -20.614], [-11.361, -28.326, -18.571], [-11.302, -28.798, -22.045], [-12.898, -33.297, -17.334], [-12.669, -31.140, -22.249], [-10.876, -25.930, -21.952]]
}


Number 1: largest force on an atom 2.04 eV Å⁻¹. Number 2: largest force on an atom 2.39 eV Å⁻¹. Number 3: largest force on an atom 8.81 eV Å⁻¹.